Record 1
{
  "formula": "C5H10O2",
  "method": "wB97M-V/def2-TZVPD",
  "de_lowest_kcal_mol": 65.86,
  "smiles": "CCO[C@H]1O[C@@H]1C",
  "e_homo_ev": -9.4,
  "symbols": ["C", "C", "O", "C", "O", "C", "C", "H", "H", "H", "H", "H", "H", "H", "H", "H", "H"],
  "positions_angstrom": [[2.432, -1.384, -0.521], [1.317, -0.852, 0.351], [0.880, 0.291, -0.367], [-0.453, 0.435, -0.641], [-1.436, -0.589, -0.678], [-1.481, 0.399, 0.374], [-2.378, 1.612, 0.532], [3.173, -0.589, -0.660], [2.913, -2.270, -0.107], [2.005, -1.616, -1.503], [0.492, -1.567, 0.462], [1.658, -0.559, 1.357], [-0.563, 1.073, -1.518], [-1.237, -0.115, 1.302], [-3.454, 1.444, 0.472], [-2.156, 2.010, 1.531], [-2.095, 2.421, -0.153]]
}

***

Record 2
{
  "formula": "C5H10O2",
  "method": "wB97M-V/def2-TZVPD",
  "de_lowest_kcal_mol": 69.56,
  "smiles": "C/C=C\\OC.C=O",
  "e_homo_ev": -8.8,
  "symbols": ["C", "C", "C", "O", "C", "H", "H", "H", "H", "H", "H", "H", "H", "C", "O", "H", "H"],
  "positions_angstrom": [[1.404, 1.188, -1.166], [0.759, -0.164, -1.280], [0.438, -0.898, -0.217], [0.709, -0.438, 1.039], [-0.031, -1.020, 2.090], [1.508, 1.654, -2.147], [0.808, 1.855, -0.530], [2.399, 1.121, -0.710], [0.510, -0.547, -2.264], [-0.037, -1.879, -0.281], [-1.043, -0.597, 2.149], [-0.110, -2.109, 1.971], [0.504, -0.793, 3.014], [-1.948, 0.658, -0.417], [-2.290, 1.066, -1.497], [-1.216, 1.183, 0.232], [-2.365, -0.280, 0.013]]
}

***

Record 3
{
  "formula": "C5H10O2",
  "method": "wB97M-V/def2-TZVPD",
  "de_lowest_kcal_mol": 39.56,
  "smiles": "CC[C@@H]1C[C@@H](O)O1",
  "e_homo_ev": -10.1,
  "symbols": ["C", "C", "C", "C", "C", "O", "O", "H", "H", "H", "H", "H", "H", "H", "H", "H", "H"],
  "positions_angstrom": [[0.926, 2.084, 0.734], [1.018, 0.560, 0.761], [-0.286, -0.093, 0.372], [-0.289, -1.608, 0.126], [-0.697, -1.224, -1.306], [-2.023, -1.514, -1.650], [-0.554, 0.167, -1.030], [1.899, 2.532, 0.955], [0.602, 2.439, -0.251], [0.208, 2.451, 1.478], [1.766, 0.218, 0.034], [1.321, 0.200, 1.753], [-1.119, 0.260, 0.996], [-1.021, -2.208, 0.671], [0.703, -2.062, 0.221], [-0.018, -1.561, -2.102], [-2.435, -0.642, -1.764]]
}

***

Record 4
{
  "formula": "C5H10O2",
  "method": "wB97M-V/def2-TZVPD",
  "de_lowest_kcal_mol": 28.40,
  "smiles": "C[C@@H]1OC[C@H](C)O1",
  "e_homo_ev": -9.9,
  "symbols": ["C", "C", "O", "C", "C", "C", "O", "H", "H", "H", "H", "H", "H", "H", "H", "H", "H"],
  "positions_angstrom": [[1.081, 1.612, 1.648], [-0.027, 0.853, 0.964], [-0.067, -0.480, 1.438], [-0.504, -1.291, 0.361], [-0.616, -0.323, -0.832], [-0.144, -0.892, -2.156], [0.197, 0.765, -0.420], [2.036, 1.131, 1.425], [1.104, 2.649, 1.302], [0.920, 1.603, 2.730], [-1.012, 1.324, 1.143], [0.240, -2.078, 0.183], [-1.469, -1.759, 0.595], [-1.658, 0.025, -0.921], [-0.435, -0.255, -2.996], [-0.592, -1.879, -2.307], [0.945, -1.004, -2.156]]
}

***

Record 5
{
  "formula": "C5H10O2",
  "method": "wB97M-V/def2-TZVPD",
  "de_lowest_kcal_mol": 147.51,
  "e_homo_ev": [-8.1, -8.1],
  "symbols": ["C", "C", "C", "O", "C", "C", "O", "H", "H", "H", "H", "H", "H", "H", "H", "H", "H"],
  "positions_angstrom": [[0.619, 2.497, -0.136], [-0.150, 1.391, -0.854], [0.330, 0.021, -0.417], [0.051, -0.250, 0.936], [-0.513, -1.151, -0.621], [-0.656, -2.882, 1.065], [0.093, -2.402, 1.960], [0.242, 3.488, -0.411], [0.521, 2.379, 0.948], [1.686, 2.464, -0.386], [-1.220, 1.470, -0.625], [-0.038, 1.484, -1.943], [1.390, -0.126, -0.678], [0.265, -1.387, 1.585], [-0.129, -2.039, -1.104], [-1.586, -1.018, -0.646], [-0.907, -3.938, 1.328]]
}

***

Record 6
{
  "formula": "C5H10O2",
  "method": "wB97M-V/def2-TZVPD",
  "de_lowest_kcal_mol": 104.32,
  "e_homo_ev": -8.4,
  "symbols": ["C", "C", "C", "C", "C", "O", "O", "H", "H", "H", "H", "H", "H", "H", "H", "H", "H"],
  "positions_angstrom": [[0.621, 0.363, 0.098], [-2.076, -1.062, -0.439], [0.679, 0.472, 1.571], [1.024, 1.512, -0.737], [0.546, -0.980, -0.520], [-0.921, -0.474, -1.002], [1.473, -1.195, -1.354], [0.257, -1.800, 0.174], [-1.984, -2.154, -0.377], [-2.935, -0.819, -1.067], [-2.273, -0.679, 0.573], [0.423, 2.384, -0.462], [0.626, 1.498, 1.933], [1.633, 0.036, 1.895], [-0.103, -0.142, 2.028], [2.069, 1.763, -0.521], [0.940, 1.278, -1.794]]
}

***

Record 7
{
  "formula": "C5H10O2",
  "method": "wB97M-V/def2-TZVPD",
  "de_lowest_kcal_mol": 41.56,
  "smiles": "OC[C@H]1CCCO1",
  "e_homo_ev": -9.9,
  "symbols": ["O", "C", "C", "C", "C", "C", "O", "H", "H", "H", "H", "H", "H", "H", "H", "H", "H"],
  "positions_angstrom": [[2.258, 0.678, 0.001], [1.685, -0.592, 0.208], [0.338, -0.698, -0.595], [-0.956, -0.996, 0.205], [-1.629, 0.395, 0.315], [-0.480, 1.324, -0.027], [0.110, 0.611, -1.125], [1.744, 1.017, -0.759], [1.486, -0.745, 1.277], [2.401, -1.356, -0.122], [0.453, -1.401, -1.426], [-0.730, -1.451, 1.175], [-1.618, -1.680, -0.337], [-2.115, 0.565, 1.279], [-2.355, 0.525, -0.493], [0.233, 1.436, 0.804], [-0.726, 2.320, -0.397]]
}

***

Record 8
{
  "formula": "C5H10O2",
  "method": "wB97M-V/def2-TZVPD",
  "de_lowest_kcal_mol": 58.98,
  "smiles": "CO[C@H]1CO[C@H]1C",
  "e_homo_ev": -9.7,
  "symbols": ["C", "O", "C", "C", "O", "C", "C", "H", "H", "H", "H", "H", "H", "H", "H", "H", "H"],
  "positions_angstrom": [[1.798, 1.263, -0.531], [1.122, 0.505, 0.448], [0.482, -0.632, -0.063], [0.095, -1.643, 1.017], [-1.296, -1.531, 0.702], [-1.056, -0.534, -0.311], [-1.747, 0.776, 0.026], [2.808, 0.871, -0.729], [1.239, 1.291, -1.476], [1.887, 2.281, -0.148], [1.046, -1.049, -0.908], [0.321, -1.288, 2.030], [0.464, -2.670, 0.888], [-1.371, -0.918, -1.294], [-1.884, 1.403, -0.864], [-2.739, 0.544, 0.434], [-1.170, 1.330, 0.778]]
}

***

Record 9
{
  "formula": "C5H10O2",
  "method": "wB97M-V/def2-TZVPD",
  "de_lowest_kcal_mol": 82.23,
  "smiles": "CC(=O)[C@H]1CCO1.[H][H]",
  "e_homo_ev": -9.5,
  "symbols": ["C", "C", "O", "C", "C", "C", "O", "H", "H", "H", "H", "H", "H", "H", "H", "H", "H"],
  "positions_angstrom": [[-2.020, -0.522, 0.937], [-1.041, 0.330, 0.200], [-1.160, 1.539, 0.191], [0.179, -0.430, -0.337], [1.436, 0.362, -0.703], [2.016, -0.244, 0.582], [0.802, -0.973, 0.850], [-2.973, 0.005, 1.006], [-2.140, -1.514, 0.498], [-1.583, -0.638, 1.933], [-0.100, -1.231, -1.039], [1.921, 0.051, -1.631], [1.301, 1.444, -0.701], [2.246, 0.472, 1.379], [2.856, -0.932, 0.451], [-0.867, 0.920, -2.124], [-0.851, 1.461, -1.587]]
}

***

Record 10
{
  "formula": "C5H10O2",
  "method": "wB97M-V/def2-TZVPD",
  "de_lowest_kcal_mol": 63.24,
  "smiles": "C=C(O)/C=C/C.O",
  "e_homo_ev": -8.3,
  "symbols": ["C", "C", "O", "C", "C", "C", "H", "H", "H", "H", "H", "H", "H", "H", "O", "H", "H"],
  "positions_angstrom": [[2.676, -1.294, -0.047], [1.353, -1.369, -0.269], [0.699, -2.575, -0.277], [0.517, -0.218, -0.549], [-0.492, -0.146, -1.412], [-0.746, 1.091, -2.216], [3.271, -2.143, -0.360], [3.121, -0.338, 0.156], [1.377, -3.235, -0.091], [1.004, 0.738, -0.372], [-1.227, -0.931, -1.539], [-0.054, 1.888, -1.935], [-0.582, 0.907, -3.283], [-1.765, 1.468, -2.090], [-2.839, 2.227, 5.052], [-2.530, 1.629, 4.357], [-3.783, 2.299, 4.876]]
}

***

Record 11
{
  "formula": "C5H10O2",
  "method": "wB97M-V/def2-TZVPD",
  "de_lowest_kcal_mol": 152.58,
  "e_homo_ev": [-6.8, -6.0],
  "symbols": ["C", "O", "C", "C", "C", "C", "O", "H", "H", "H", "H", "H", "H", "H", "H", "H", "H"],
  "positions_angstrom": [[-1.948, 0.829, 0.190], [-0.852, 0.783, -0.701], [0.307, 1.358, -0.226], [0.908, 0.713, 0.924], [1.268, -0.636, 0.184], [0.267, -1.537, -0.320], [0.224, -1.974, -1.603], [-2.116, 1.858, 0.531], [-1.795, 0.188, 1.070], [-2.819, 0.464, -0.360], [0.927, 1.746, -1.028], [1.827, 1.205, 1.262], [0.254, 0.540, 1.791], [2.141, -0.547, -0.466], [1.338, -1.786, 0.615], [-0.535, -1.930, 0.295], [0.603, -1.274, -2.158]]
}

***

Record 12
{
  "formula": "C5H10O2",
  "method": "wB97M-V/def2-TZVPD",
  "de_lowest_kcal_mol": 63.77,
  "smiles": "C/C=C/C=C/O.O",
  "e_homo_ev": -7.6,
  "symbols": ["C", "C", "C", "C", "C", "O", "H", "H", "H", "H", "H", "H", "H", "H", "O", "H", "H"],
  "positions_angstrom": [[3.320, -0.095, -0.465], [1.943, 0.486, -0.442], [1.037, 0.193, 0.490], [-0.391, 0.496, 0.437], [-1.198, 0.196, 1.469], [-2.475, -0.257, 1.351], [4.004, 0.414, 0.213], [3.776, -0.077, -1.452], [3.274, -1.144, -0.176], [1.575, 1.130, -1.238], [1.251, -0.563, 1.243], [-0.826, 1.025, -0.395], [-0.862, 0.081, 2.495], [-2.692, -0.256, 0.404], [-1.843, -0.554, -2.057], [-1.678, -1.426, -1.680], [-1.649, -0.655, -2.997]]
}

***

Record 13
{
  "formula": "C5H10O2",
  "method": "wB97M-V/def2-TZVPD",
  "de_lowest_kcal_mol": 122.38,
  "smiles": "C/C=C/CC=O.O",
  "e_homo_ev": -7.4,
  "symbols": ["C", "C", "C", "C", "C", "O", "H", "H", "H", "H", "H", "H", "H", "H", "O", "H", "H"],
  "positions_angstrom": [[-1.788, -0.394, -0.110], [-0.744, 0.326, 0.724], [0.404, 1.063, 0.180], [1.610, 0.272, 0.557], [0.896, -1.084, 0.593], [0.726, -1.642, -0.533], [-2.307, 0.261, -0.836], [-2.572, -0.785, 0.551], [-1.359, -1.246, -0.657], [-1.273, 0.961, 1.454], [0.452, 2.163, 0.212], [1.897, 0.574, 1.575], [2.489, 0.321, -0.101], [0.918, -1.708, 1.498], [0.482, 0.625, -1.686], [0.616, -0.382, -1.451], [-0.447, 0.676, -1.969]]
}

***

Record 14
{
  "formula": "C5H10O2",
  "method": "wB97M-V/def2-TZVPD",
  "de_lowest_kcal_mol": 61.55,
  "smiles": "COC[C@H]1C[C@H]1O",
  "e_homo_ev": -9.1,
  "symbols": ["C", "O", "C", "C", "C", "C", "O", "H", "H", "H", "H", "H", "H", "H", "H", "H", "H"],
  "positions_angstrom": [[-0.715, 2.075, -0.719], [0.028, 0.893, -0.930], [-0.756, -0.295, -0.841], [-0.195, -1.262, 0.181], [1.292, -1.539, 0.255], [0.608, -0.804, 1.372], [0.871, 0.539, 1.629], [-1.374, 2.289, -1.570], [0.006, 2.890, -0.613], [-1.318, 2.008, 0.198], [-1.790, -0.037, -0.567], [-0.778, -0.765, -1.834], [-0.851, -2.117, 0.346], [1.634, -2.559, 0.411], [1.935, -0.940, -0.387], [0.456, -1.335, 2.308], [0.944, 0.960, 0.759]]
}